{"formula": "C20H50BF3IN7O6P3", "method": "wB97M-V/def2-TZVPD", "homo_energy_ha": -0.184, "orbital_gap_ev": 6.39, "lumo_energy_ev": 1.375, "total_charge": -1, "species": ["C", "C", "B", "O", "C", "P", "O", "I", "C", "C", "C", "C", "N", "O", "C", "F", "F", "F", "O", "H", "H", "H", "H", "H", "H", "H", "H", "H", "H", "H", "H", "H", "H", "O", "P", "N", "C", "C", "N", "C", "C", "N", "C", "C", "H", "H", "H", "H", "H", "H", "H", "H", "H", "H", "H", "H", "H", "H", "H", "H", "H", "H", "O", "P", "N", "C", "C", "N", "C", "C", "N", "C", "C", "H", "H", "H", "H", "H", "H", "H", "H", "H", "H", "H", "H", "H", "H", "H", "H", "H", "H"], "coordinates": [[2.91276, 2.43763, 3.27376], [2.13016, 2.51888, 1.91299], [1.54986, 1.04686, 1.59168], [0.81479, 0.80648, 0.32473], [0.46925, -0.51630, 0.48489], [-0.29066, -1.13485, -1.10844], [-0.95684, -2.64539, -0.79382], [-2.17355, 0.44600, -1.45635], [1.80573, -1.21857, 1.03845], [1.36634, -2.33854, 2.03048], [1.00331, -1.77255, 3.42902], [0.95158, -2.93327, 4.43228], [2.14850, -3.26104, 5.18302], [-0.04670, -3.54238, 4.59186], [2.85719, -1.72833, 0.00243], [2.73480, -1.18345, -1.20524], [2.87996, -3.06765, -0.13381], [4.08394, -1.39446, 0.42273], [2.45296, -0.14045, 1.65594], [3.99594, 2.34040, 3.13005], [2.62473, 3.27627, 3.92306], [2.56698, 1.52108, 3.78152], [1.25551, 3.16024, 2.11023], [2.72605, 2.96983, 1.10071], [0.69713, 0.80395, 2.45903], [-0.32221, -0.65218, 1.25624], [-1.90882, -2.56389, -0.97762], [0.46504, -2.84201, 1.64728], [2.16092, -3.08764, 2.17576], [1.73066, -1.02809, 3.77835], [0.01024, -1.31265, 3.39442], [2.24456, -2.51466, 5.87324], [2.97067, -3.18840, 4.58493], [-4.97734, -1.77674, 0.27353], [-6.06961, -1.24415, 1.19245], [-5.08938, -1.29519, 2.60623], [-5.42935, -1.67256, 3.95561], [-3.99490, -0.31772, 2.60592], [-7.10710, -2.63888, 1.00792], [-7.03735, -3.75840, 1.93186], [-7.12601, -3.18146, -0.35217], [-7.37483, -0.40282, 1.96596], [-7.15391, 1.01607, 2.23113], [-8.55383, -0.93278, 2.60945], [-5.94054, -0.87112, 4.51371], [-4.52291, -1.92352, 4.51133], [-6.04238, -2.56894, 4.00774], [-4.35146, 0.68431, 2.88008], [-3.53715, -0.23091, 1.61630], [-3.20684, -0.60229, 3.30539], [-6.01598, -4.14216, 2.05010], [-7.67311, -4.57839, 1.58824], [-7.44696, -3.49912, 2.91005], [-6.25500, -3.81697, -0.55027], [-7.13469, -2.38301, -1.09398], [-8.02671, -3.78213, -0.50764], [-6.80295, 1.18435, 3.25639], [-8.06613, 1.59857, 2.07947], [-6.40734, 1.42493, 1.54769], [-8.32271, -1.38655, 3.57833], [-9.07388, -1.65817, 1.98697], [-9.28275, -0.13778, 2.79654], [3.61005, 4.11895, -3.40417], [4.01374, 2.85329, -4.14828], [4.76023, 2.07777, -2.80616], [5.94966, 1.26426, -2.77537], [3.84112, 1.68095, -1.73077], [5.14942, 3.66423, -5.20740], [6.56047, 3.74969, -4.87587], [4.70962, 4.99308, -5.63419], [4.10155, 1.44947, -5.16236], [3.15098, 0.38095, -4.85681], [5.12114, 1.06230, -6.10750], [5.77302, 0.22653, -3.10035], [6.34227, 1.21861, -1.75690], [6.76474, 1.67352, -3.36833], [3.30751, 0.76587, -1.98596], [3.10029, 2.45757, -1.53539], [4.37018, 1.51696, -0.79007], [6.73144, 4.15088, -3.86824], [7.08448, 4.38869, -5.59197], [7.05617, 2.78203, -4.97387], [4.90054, 5.75269, -4.86657], [3.64280, 5.00141, -5.85647], [5.23613, 5.29187, -6.54574], [3.60156, -0.38909, -4.21995], [2.78110, -0.09760, -5.76710], [2.27679, 0.77745, -4.33739], [6.03017, 0.71108, -5.60872], [5.37559, 1.86727, -6.79472], [4.76957, 0.24197, -6.74148]], "atomic_forces_ev_per_a": [[-0.7, -0.3, -0.6], [0.4, -0.4, 0.3], [-0.9, 0.2, 0.8], [-0.3, 0.0, -0.6], [-0.4, -0.6, -0.3], [1.4, -0.2, -1.3], [-0.5, 1.2, 0.4], [-0.1, -0.2, 0.4], [-0.5, 0.6, 0.6], [0.3, 0.2, 0.4], [0.2, -0.3, 0.2], [1.1, 1.4, -1.0], [0.0, 0.1, 0.0], [-1.5, -1.2, 0.6], [0.0, 0.3, 1.0], [-0.3, -0.2, -0.5], [-0.4, -0.3, -0.4], [0.5, -0.3, 0.0], [0.3, -0.5, -0.2], [-0.2, 0.2, 0.2], [0.6, -0.1, -0.1], [0.2, 0.3, 0.0], [0.2, -0.1, -0.4], [-0.1, 0.0, 0.3], [-0.2, 0.3, 0.5], [0.5, 0.0, 0.0], [0.2, -0.3, 0.3], [0.4, -0.1, -0.1], [-0.2, 0.2, -0.3], [-0.1, -0.1, -0.4], [0.3, -0.1, 0.1], [0.1, -0.2, 0.0], [-0.2, 0.2, 0.0], [-0.8, 3.6, -1.7], [-0.1, -6.2, 3.8], [1.1, 0.4, 0.0], [-0.8, 0.4, 0.2], [0.2, 0.0, -0.5], [-0.8, -0.5, -0.2], [0.0, 0.2, 0.4], [0.2, 0.2, -0.1], [0.9, 2.0, -1.8], [0.3, 0.0, 0.2], [-0.7, -0.4, -0.4], [0.0, 0.0, 0.1], [0.1, 0.2, -0.2], [-0.1, 0.1, -0.2], [0.1, 0.0, 0.2], [-0.1, -0.1, 0.1], [-0.1, -0.1, 0.0], [0.0, -0.1, 0.1], [0.1, 0.1, -0.3], [0.2, 0.1, 0.1], [0.0, 0.1, -0.1], [0.1, 0.0, 0.0], [-0.1, 0.0, 0.2], [0.0, 0.1, 0.0], [0.0, -0.1, 0.0], [0.1, 0.0, 0.1], [0.1, -0.1, 0.0], [0.2, -0.1, 0.0], [0.2, 0.2, -0.1], [-3.4, -1.5, -1.2], [6.9, 1.0, 1.0], [-0.4, 0.3, 0.9], [0.0, -0.6, -0.7], [-0.4, 0.5, 0.1], [0.4, 0.3, -0.8], [0.1, -0.5, 0.1], [-0.3, 0.0, 0.2], [-2.8, 0.2, 0.3], [0.1, -0.1, 0.4], [0.1, 0.4, -0.8], [0.1, -0.1, 0.0], [-0.3, 0.0, 0.1], [-0.2, 0.0, -0.2], [0.0, 0.0, 0.1], [0.0, 0.0, -0.1], [0.1, 0.0, -0.1], [0.1, 0.0, 0.0], [-0.2, 0.1, 0.0], [-0.1, 0.0, 0.2], [-0.1, 0.0, 0.0], [0.0, 0.0, 0.1], [0.1, -0.2, 0.0], [0.0, -0.1, 0.0], [0.1, 0.1, 0.0], [0.0, 0.0, 0.1], [0.0, 0.1, 0.1], [0.1, 0.1, 0.2], [-0.2, 0.0, 0.2]]}

***

{"formula": "H33O16", "method": "wB97M-V/def2-TZVPD", "homo_energy_ha": -0.495, "orbital_gap_ev": 10.71, "e_above_lowest_kj_mol": 259.8, "lumo_energy_ev": -2.752, "total_charge": 1, "species": ["O", "H", "H", "O", "H", "H", "O", "H", "H", "O", "H", "H", "O", "H", "H", "O", "H", "H", "O", "H", "H", "O", "H", "H", "O", "H", "O", "H", "H", "O", "H", "H", "O", "H", "H", "O", "H", "H", "O", "H", "H", "O", "H", "H", "O", "H", "H", "H", "H"], "coordinates": [[3.26305, 2.27576, 1.60247], [3.66405, 1.89377, 2.39649], [2.45012, 2.55012, 2.05340], [2.18522, -1.04163, 0.70733], [2.18190, -3.06321, 0.26810], [2.68311, -0.26791, 0.42003], [1.35136, -3.52715, 0.05647], [1.50314, -4.47542, 0.09862], [0.57751, -2.66177, -1.26904], [0.58291, 0.34384, -2.11773], [1.23572, 1.05061, -1.99077], [-0.74230, 0.70167, 4.90311], [-0.76455, -3.91555, 1.54295], [-0.09651, -3.48069, 0.95284], [-0.37597, -4.79176, 1.61525], [-3.10034, 0.68282, 1.39016], [-3.64359, 0.99041, 2.12324], [6.09625, -0.52637, 1.22348], [-3.89050, -2.16727, 1.75635], [-4.43853, -2.80292, 2.23771], [-3.23964, -2.64576, 1.23667], [-2.16132, 0.49120, -4.11874], [0.05004, 0.59273, -1.33537], [-2.19773, 0.02471, -4.96193], [0.23005, -1.87120, -1.73621], [0.90798, -0.95078, -2.03280], [5.17828, -0.76278, 1.04664], [-2.36713, -0.23457, -2.36134], [4.97133, -1.39157, 1.75358], [1.53242, 1.71727, -4.67360], [2.38982, 1.75578, -4.22566], [1.18979, 2.53771, -4.28536], [0.88406, 2.56020, -0.44281], [-3.22161, -0.28414, 1.44997], [1.77389, 2.93502, -0.43396], [-0.70747, 0.99811, 3.98700], [-1.61188, 1.04094, 3.67829], [0.47901, 2.91126, 0.36192], [-2.01115, -0.65053, -1.55341], [-2.43859, -0.27585, -0.77889], [-0.72423, -1.68684, -1.51792], [-2.70456, 4.77680, 0.08273], [-2.78180, 3.89368, -0.28693], [-2.14455, 5.24906, -0.54301], [-0.49588, 0.09221, 1.56912], [-0.09490, 0.93245, 1.81367], [1.38509, -0.77256, 1.16538], [-1.34551, 0.99619, -4.21793], [-1.44588, 0.25390, 1.39043]], "atomic_forces_ev_per_a": [[-0.7, -0.1, 1.0], [0.8, -0.3, -0.5], [-0.2, 0.3, -0.5], [0.4, -0.5, -0.4], [-0.3, 0.2, 0.1], [0.0, 0.1, 0.4], [0.6, -0.1, -0.6], [0.3, -0.1, -0.1], [0.3, 0.3, 0.2], [0.9, 1.5, 0.4], [0.3, -0.2, -0.6], [-0.1, 0.1, -0.1], [0.4, 0.4, -0.7], [-0.8, -0.2, 0.9], [-0.3, -0.2, 0.3], [-0.2, -0.6, -0.1], [-0.1, 0.3, -0.1], [0.0, 0.1, -0.1], [-0.1, 0.5, 0.0], [0.4, 0.1, -0.3], [0.0, -0.5, 0.2], [0.2, 0.0, -0.2], [-0.4, -0.8, -0.1], [-0.3, -0.2, 0.1], [1.1, -0.9, -0.6], [-2.4, -0.5, 1.1], [0.1, -0.2, 0.4], [0.1, 0.0, -0.1], [-0.1, 0.2, -0.3], [0.3, 0.8, 1.0], [0.3, -0.6, -0.5], [-0.6, -0.1, -0.5], [0.1, 0.2, 0.1], [-0.5, 0.0, 0.1], [0.1, 0.0, 0.1], [0.4, 0.3, 0.5], [-0.2, -0.1, 0.1], [-0.1, 0.0, -0.3], [-0.1, -0.1, 0.3], [-0.3, 0.1, -0.1], [0.3, 0.7, -0.3], [0.2, 0.0, 0.0], [-0.1, -0.1, 0.0], [-0.1, 0.1, 0.0], [0.4, -0.4, -1.2], [-0.4, -0.1, 0.2], [-0.3, 0.4, 0.0], [0.1, 0.1, 0.3], [0.7, 0.4, 0.4]]}

***

{"formula": "C2H3F2N", "method": "wB97M-V/def2-TZVPD", "homo_energy_ha": [-0.256, -0.253], "orbital_gap_ev": [8.08, 8.00], "e_above_lowest_kj_mol": 261.3, "lumo_energy_ev": [1.105, 1.106], "total_charge": 0, "species": ["C", "C", "N", "F", "F", "H", "H", "H"], "coordinates": [[0.29816, -0.24752, 1.09578], [-0.00346, -0.06216, -1.23956], [-0.23788, 0.22663, -0.00555], [0.02997, 0.58147, 2.08533], [-1.01486, 0.06863, -2.03653], [1.21664, -0.69036, 1.19756], [0.74618, -0.76696, -1.32203], [-1.03475, 0.89027, 0.22500]], "atomic_forces_ev_per_a": [[-1.3, -0.1, 0.3], [1.4, 1.0, 0.5], [-2.4, 1.7, 1.2], [-0.3, 1.4, 2.5], [-1.9, -0.1, -2.1], [2.1, -1.2, -0.3], [1.2, -1.6, -1.4], [1.2, -1.1, -0.6]]}

***

{"formula": "C29H48Cl2HoN3O4SiTe", "method": "wB97M-V/def2-TZVPD", "homo_energy_ha": [-0.223, -0.223], "orbital_gap_ev": [5.83, 5.84], "lumo_energy_ev": [-0.230, -0.228], "total_charge": 0, "spin_multiplicity": 5, "species": ["C", "C", "H", "H", "H", "C", "C", "H", "H", "H", "H", "Ho", "Cl", "C", "O", "N", "C", "C", "H", "H", "H", "H", "H", "H", "H", "H", "H", "C", "C", "N", "H", "C", "O", "H", "H", "H", "H", "H", "H", "C", "C", "N", "H", "C", "O", "H", "H", "H", "H", "O", "C", "C", "C", "H", "C", "H", "C", "H", "C", "C", "H", "H", "H", "Si", "Cl", "C", "C", "C", "H", "H", "H", "H", "H", "H", "H", "H", "H", "Te", "C", "C", "C", "C", "C", "C", "H", "H", "H", "H", "H"], "coordinates": [[-4.96092, 3.40774, -4.18337], [-4.47864, 4.74381, -4.65637], [-5.71136, 3.54611, -3.38904], [-4.11381, 2.82694, -3.81440], [-5.46622, 2.88071, -5.00506], [-5.33202, 5.74804, -4.93885], [-6.81572, 5.60893, -4.87805], [-4.96902, 6.68320, -5.37180], [-7.15309, 5.19802, -3.91089], [-7.20539, 4.94047, -5.66618], [-7.29892, 6.58159, -5.04442], [-0.29659, 0.98400, -1.32471], [0.36161, 1.16655, -3.88136], [2.68070, 2.02829, -1.96499], [1.71183, 1.85798, -1.16345], [3.41048, 3.14036, -1.99120], [3.25158, 4.19520, -0.99209], [4.12875, 3.49507, -3.20463], [2.90981, 1.26785, -2.72268], [3.07733, 3.74122, -0.01465], [2.44114, 4.90303, -1.22084], [4.18307, 4.77057, -0.95315], [4.51060, 2.58787, -3.66994], [4.96057, 4.15468, -2.95667], [3.49196, 4.00020, -3.94292], [2.36750, 0.35084, 2.37397], [3.44255, -2.56507, 1.77761], [1.52154, -0.33185, 2.53033], [2.40298, -2.64988, 2.11258], [1.63093, -1.50466, 1.66753], [0.58502, 0.20068, 2.34454], [1.26419, -1.43831, 0.40560], [0.65296, -0.44953, -0.06554], [1.99001, -3.57618, 1.70430], [1.47618, -2.29056, -0.24588], [1.54290, -0.69712, 3.55706], [2.36363, -2.68683, 3.19621], [-4.82165, 0.35171, 2.95753], [-3.88885, 2.50751, -0.10993], [-4.18714, 1.24678, 2.98853], [-4.02498, 2.66700, 0.95997], [-3.55780, 1.48952, 1.69557], [-3.44039, 1.09881, 3.77423], [-2.47112, 0.80024, 1.33465], [-1.67393, 1.16969, 0.42049], [-3.47076, 3.57643, 1.23702], [-2.24197, -0.11902, 1.89523], [-4.80698, 2.11271, 3.25085], [-5.08074, 2.81266, 1.21073], [-2.36748, 4.58388, -3.62529], [-2.97452, 4.92469, -4.83398], [-2.82581, 7.44093, -4.54015], [-2.47914, 6.29015, -5.24456], [-3.61633, 7.40167, -3.78727], [-2.19547, 8.65147, -4.85578], [-2.64972, 4.11845, -5.51062], [-1.55389, 6.33205, -6.28229], [-2.47307, 9.54491, -4.29014], [-1.26718, 8.69582, -5.90530], [-0.95928, 7.53709, -6.62367], [-1.36024, 5.39632, -6.79799], [-0.81042, 9.65429, -6.16567], [-0.24080, 7.56054, -7.43671], [-1.28932, 4.78995, -2.29144], [-2.41339, 2.83562, -1.84886], [-1.97305, 6.38735, -1.49991], [0.22264, 5.29605, -3.41617], [-0.22776, 4.34470, -0.71561], [-1.77437, 7.26118, -2.13567], [-1.51229, 6.59172, -0.52441], [-3.05613, 6.29156, -1.35933], [-0.78154, 3.70281, -0.02638], [-0.04436, 5.28691, -0.19726], [0.73307, 3.86569, -0.90979], [-0.07280, 6.06576, -4.15179], [0.57510, 4.41486, -3.96953], [1.04474, 5.72186, -2.82156], [-1.12573, -1.59251, -2.97312], [-0.37812, -3.15049, -1.85124], [-1.12770, -3.68053, -0.77524], [-0.54393, -4.66277, 0.03070], [0.74830, -5.13504, -0.23405], [1.45863, -4.64698, -1.34793], [0.88774, -3.68548, -2.18711], [-2.13000, -3.28720, -0.60694], [-1.09539, -5.07026, 0.87946], [1.20475, -5.89425, 0.41532], [2.46064, -5.03201, -1.55518], [1.39668, -3.28919, -3.06420]], "atomic_forces_ev_per_a": [[0.0, 0.1, 0.0], [-0.4, 1.6, -0.5], [0.3, -0.2, -0.1], [-0.3, -0.1, 0.0], [0.1, 0.0, 0.1], [0.5, -0.7, -0.5], [-0.7, 0.0, 0.0], [0.0, -0.4, 0.2], [0.0, 0.2, -0.3], [0.2, 0.1, 0.3], [0.0, -0.3, 0.2], [-1.2, 0.3, -2.5], [0.2, 0.8, 0.3], [-1.1, 0.6, 0.3], [2.2, 0.2, -0.3], [-0.5, -0.1, 0.1], [0.0, 0.3, 0.2], [0.3, -0.2, -0.4], [-0.1, 0.2, 0.1], [-0.1, 0.1, -0.2], [0.2, -0.4, -0.1], [-0.1, -0.2, 0.0], [0.1, 0.0, 0.0], [0.0, -0.1, 0.0], [-0.1, -0.1, 0.4], [-0.2, -0.1, 0.0], [-0.1, 0.0, 0.2], [0.0, -0.1, 0.1], [0.3, -0.3, -0.1], [0.1, 0.2, -0.2], [0.2, -0.1, -0.1], [-0.9, 0.6, -0.6], [1.1, -1.2, 1.3], [0.0, 0.2, 0.0], [0.0, -0.1, 0.2], [0.0, 0.2, 0.0], [0.1, -0.1, 0.1], [0.0, 0.2, 0.0], [-0.1, 0.1, 0.3], [-0.2, -0.6, 0.3], [0.0, 0.2, -0.2], [0.8, -0.2, 0.0], [-0.1, 0.1, -0.1], [0.6, 1.2, -1.0], [-1.6, -0.8, 2.0], [0.0, -0.3, 0.0], [-0.3, 0.2, 0.1], [0.3, -0.3, -0.1], [0.2, -0.1, -0.2], [0.1, 0.1, 0.9], [-0.1, -0.4, 0.8], [0.2, 0.5, -0.3], [-0.2, -0.5, -0.4], [0.5, 0.0, -0.1], [-0.2, -0.5, -0.2], [0.0, 0.5, -0.6], [-0.4, 0.4, 0.2], [0.2, -0.2, -0.3], [-0.1, 0.1, 0.2], [0.1, 0.2, 0.1], [0.3, 0.2, -0.1], [-0.1, -0.4, 0.0], [-0.1, 0.1, 0.1], [0.7, 1.8, -1.4], [0.2, -1.3, 0.2], [-0.3, -0.1, 0.1], [-0.3, 0.0, 0.3], [0.1, -0.6, 0.0], [-0.2, -0.3, 0.0], [-0.2, 0.0, -0.2], [0.0, 0.2, 0.0], [0.0, 0.1, 0.2], [0.3, 0.0, 0.0], [-0.2, 0.1, 0.0], [0.1, -0.4, 0.3], [0.1, 0.1, 0.1], [0.0, -0.2, -0.1], [-0.5, 0.7, -0.2], [-0.2, -0.8, 0.3], [1.2, -0.1, -0.3], [0.0, 0.0, 0.1], [0.2, 0.2, -0.2], [-0.2, -0.2, 0.1], [-0.5, -0.1, 0.9], [0.3, -0.2, 0.1], [0.1, 0.1, -0.2], [-0.2, 0.3, -0.3], [-0.3, 0.1, 0.0], [0.0, -0.1, 0.2]]}

***

We obtain max |F| values of 7.2, 2.7, 3.2, 2.8 eV/Å for the records listed above, in that order.
We obtain calculated total energy values of -89062.529, -33289.777, -9043.930, -109530.249 eV for the records listed above, in that order.